Record 1
{
  "formula": "H18O9",
  "method": "wB97M-V/def2-TZVPD",
  "symbols": ["O", "H", "H", "O", "H", "H", "O", "H", "H", "O", "H", "H", "O", "H", "H", "O", "H", "H", "O", "H", "H", "O", "H", "H", "O", "H", "H"],
  "coordinates": [[-1.42771, -3.49053, -0.25999], [-2.01884, -4.26842, -0.38508], [-1.71916, -3.18830, 0.63816], [2.42515, 0.81578, -0.43121], [2.77963, -0.09859, -0.43221], [2.63046, 1.12727, -1.32348], [0.59426, -0.08532, -2.58069], [1.45670, -0.33663, -2.23871], [0.07474, -0.72027, -2.11322], [-2.01923, -1.06052, -1.32735], [-2.61832, -0.43039, -0.94111], [-2.01163, -1.83683, -0.82011], [-2.48304, -2.37825, 1.98481], [-3.26992, -2.85755, 1.88027], [-2.80555, -1.56224, 1.59802], [0.18256, -0.46653, 0.54295], [-0.43373, -0.81772, -0.01822], [0.75799, 0.05485, -0.02433], [3.09066, 2.83338, 1.31209], [2.74558, 2.08450, 0.81195], [3.88404, 3.14752, 0.79435], [0.33127, 3.18195, -0.27611], [-0.30064, 2.78945, -0.87325], [1.13187, 2.93997, -0.72336], [-0.44194, 1.66430, 2.07600], [-0.32888, 2.19583, 1.27288], [-0.20635, 0.76330, 1.85696]],
  "atomic_forces_ev_per_a": [[-1.16, -0.83, 0.64], [0.78, 0.70, -0.25], [0.66, -0.08, -0.39], [0.55, -1.08, -0.74], [-0.09, 0.67, 0.40], [-0.04, 0.18, 0.11], [0.95, 0.40, -0.20], [0.26, 0.17, -0.39], [-1.49, -0.65, 0.24], [0.49, 1.96, -1.53], [-0.32, 0.32, 0.19], [-0.15, -2.34, 1.03], [1.00, 1.02, -0.08], [-1.83, -1.80, 0.31], [0.56, 0.93, 0.12], [2.59, 0.73, 2.10], [-2.71, -1.40, -2.21], [0.08, 0.39, 0.09], [1.42, 0.88, -0.75], [0.12, 0.00, 0.16], [-1.33, -0.58, 0.90], [-0.44, 0.12, -0.02], [-0.79, -0.08, -0.26], [1.01, 0.07, 0.11], [-0.50, 0.73, 0.50], [0.30, -0.26, 0.29], [0.08, -0.16, -0.37]],
  "mulliken_charge": [-0.713, 0.296, 0.432, -0.741, 0.329, 0.302, -0.607, 0.273, 0.261, -0.637, 0.296, 0.328, -0.670, 0.333, 0.326, -0.608, 0.426, 0.304, -0.627, 0.354, 0.301, -0.631, 0.328, 0.276, -0.656, 0.342, 0.384],
  "e_tot_ha": -687.92015,
  "gap_ev": 9.66,
  "smiles": "O.O.O.O.O.O.O.O.O",
  "de_lowest_ev": 2.875
}

***

Record 2
{
  "formula": "C30H46CeO2P2",
  "method": "wB97M-V/def2-TZVPD",
  "symbols": ["Ce", "C", "C", "C", "C", "C", "C", "H", "H", "H", "C", "H", "H", "H", "C", "H", "H", "H", "C", "H", "H", "H", "C", "H", "H", "H", "C", "C", "C", "C", "C", "C", "C", "C", "H", "H", "H", "H", "H", "H", "H", "H", "H", "H", "H", "H", "P", "C", "C", "P", "C", "C", "C", "H", "H", "H", "H", "H", "H", "H", "H", "H", "H", "H", "H", "H", "H", "O", "C", "O", "C", "C", "C", "C", "C", "C", "H", "H", "H", "H", "H"],
  "coordinates": [[-0.27174, 1.49843, -2.00214], [-0.78537, -2.33923, 2.52350], [0.45916, -2.49234, 1.85058], [0.80715, -1.15556, 3.67977], [-0.56257, -1.53257, 3.66642], [1.42450, -1.70633, 2.52639], [-2.08540, -2.93088, 2.16865], [-2.05824, -3.42974, 1.19508], [-2.86538, -2.15759, 2.12713], [-2.40381, -3.66547, 2.92297], [-1.54913, -1.17584, 4.70190], [-2.46637, -1.75320, 4.55341], [-1.80153, -0.10753, 4.66853], [-1.16074, -1.39365, 5.70594], [1.47995, -0.36475, 4.72488], [1.03429, -0.57114, 5.71074], [1.37609, 0.71666, 4.53688], [2.55701, -0.59765, 4.76493], [2.84576, -1.54391, 2.15680], [3.49382, -2.24664, 2.71158], [3.18767, -0.52194, 2.38565], [2.99013, -1.72097, 1.07977], [0.74895, -3.32839, 0.67098], [1.63110, -3.95945, 0.84387], [0.96067, -2.72065, -0.21678], [-0.08623, -3.98851, 0.43264], [-1.12913, 2.54413, -3.76628], [-1.69005, 1.25043, -3.79120], [-1.20551, 0.16889, -4.74603], [0.31330, -0.07889, -4.63457], [0.87530, 0.15405, -3.24958], [1.96675, 1.22495, -3.00953], [1.42241, 2.71907, -3.11087], [0.28170, 2.88234, -4.16998], [-1.45649, 0.45376, -5.77441], [0.85529, 0.52254, -5.37892], [-1.74120, -0.77745, -4.59854], [0.62005, 2.34927, -5.04746], [-1.68798, 3.40573, -3.36128], [-2.62553, 1.04427, -3.23228], [0.27965, 3.95084, -4.42884], [1.11847, 3.19963, -2.12243], [2.74815, 1.16451, -3.81047], [2.23638, 3.34071, -3.47072], [0.49350, -1.13884, -4.85998], [0.90768, -0.74380, -2.58283], [-3.13560, -2.39726, -0.98058], [-4.43825, -1.08925, -1.01209], [-3.29653, -3.11428, -2.68098], [3.01678, 0.68569, -1.49154], [-1.64715, -1.42033, -1.12857], [3.99854, -0.70805, -2.06438], [4.05931, 2.15817, -1.30187], [-4.39597, -0.56673, -0.04793], [-5.40566, -1.60061, -1.08732], [-4.34718, -0.37819, -1.84443], [-2.68427, -2.59359, -3.43270], [-4.35131, -3.11713, -2.99308], [-2.96589, -4.16172, -2.59550], [3.58176, 3.05209, -1.73365], [5.05843, 1.99358, -1.72392], [4.12148, 2.28417, -0.20688], [-0.78923, -1.93791, -1.57235], [-1.30517, -0.78263, -0.26269], [4.69950, -0.95631, -1.25347], [4.53480, -0.48648, -2.99195], [3.31858, -1.56273, -2.19510], [-1.14322, 2.12957, 0.09163], [-0.16470, 1.87554, 0.90359], [0.88450, 1.30130, 0.46072], [-0.34658, 2.27129, 2.31116], [-1.64325, 2.19696, 2.80665], [-1.86452, 2.46769, 4.14815], [-0.79182, 2.81649, 4.97722], [0.48870, 2.99629, 4.43590], [0.72858, 2.68721, 3.09623], [-2.45519, 1.94364, 2.12494], [-2.87150, 2.41959, 4.55801], [-0.95561, 3.00470, 6.04045], [1.30724, 3.36223, 5.06307], [1.71792, 2.77972, 2.63941]],
  "atomic_forces_ev_per_a": [[0.76, -1.39, 8.39], [-0.95, 1.25, 2.30], [-0.40, -0.02, -0.35], [5.49, -0.10, -2.75], [-3.96, -2.52, -2.21], [0.41, 2.20, 3.28], [-0.66, -0.52, 0.02], [-0.08, 0.11, 0.39], [0.12, -0.23, -0.11], [0.02, 0.09, -0.22], [-0.25, -0.55, -0.19], [0.10, 0.19, 0.09], [0.20, -0.04, 0.00], [0.01, 0.13, -0.17], [0.26, -0.29, 0.37], [0.17, 0.17, -0.27], [-0.08, -0.29, 0.02], [-0.44, 0.13, -0.03], [0.71, 0.03, -0.17], [-0.16, 0.22, -0.25], [-0.08, -0.38, -0.18], [0.05, 0.12, 0.35], [-0.46, -0.52, 0.29], [0.03, 0.28, 0.07], [0.11, 0.18, 0.25], [0.02, 0.13, -0.02], [-2.09, 0.16, -1.37], [-2.05, 0.18, -2.61], [-0.35, 0.00, 0.10], [0.54, -0.80, -0.31], [0.91, -0.65, -0.15], [1.93, -1.47, -0.98], [1.03, 0.37, 0.22], [-0.20, 0.95, -0.74], [0.12, 0.21, 0.04], [-0.11, -0.41, 0.24], [0.05, 0.36, 0.42], [-0.08, -0.02, -0.15], [-0.02, -0.52, -0.11], [0.28, 0.46, -0.75], [-0.03, -0.30, 0.15], [0.77, 0.19, -0.64], [-1.01, 0.16, 0.18], [0.00, -0.01, 0.10], [0.01, 0.28, -0.32], [0.44, 0.55, -0.56], [0.03, 1.17, -1.27], [-0.18, -0.17, 0.42], [0.23, -0.55, 0.17], [-1.99, 0.52, 0.72], [0.71, 0.73, 0.17], [0.27, 0.02, -0.68], [0.44, -0.05, 0.42], [-0.15, 0.06, -0.28], [0.13, 0.18, 0.10], [0.16, -0.26, 0.22], [-0.25, -0.11, 0.30], [0.34, 0.03, 0.16], [-0.13, 0.33, -0.34], [0.36, -0.36, 0.22], [-0.17, 0.34, 0.08], [0.29, 0.27, -0.53], [-0.26, 0.01, -0.02], [-0.53, -0.48, -0.63], [-0.13, 0.09, -0.31], [0.15, -0.34, 0.08], [0.30, 0.21, -0.07], [0.15, -0.26, -0.33], [0.87, -0.42, -1.14], [-1.61, 0.91, 0.53], [0.18, -0.19, -0.11], [-0.11, 0.15, 0.22], [0.07, -0.01, 0.40], [0.09, 0.30, -0.20], [0.10, -0.09, 0.01], [-0.21, 0.05, 0.11], [0.19, 0.05, 0.26], [0.19, -0.03, -0.05], [0.00, 0.01, -0.36], [-0.33, -0.18, -0.18], [-0.32, -0.04, 0.25]],
  "mulliken_charge": [-0.033, 0.455, 1.174, 0.873, 0.846, 0.509, -2.161, 0.318, 0.398, 0.524, -1.188, 0.433, 0.079, 0.415, -1.432, 0.371, 0.104, 0.442, -1.792, 0.383, 0.420, 0.283, -1.415, 0.475, 0.070, 0.428, -0.381, -0.007, -0.643, -1.542, 0.295, -1.045, -0.465, -0.839, 0.428, 0.412, -0.079, 0.241, 0.558, 0.508, 0.569, 0.354, 0.726, 0.747, 0.535, 0.481, 0.250, -1.115, -0.920, 0.821, -0.287, -1.256, -1.295, 0.280, 0.435, 0.255, 0.086, 0.412, 0.332, 0.362, 0.414, 0.319, 0.224, 0.031, 0.431, 0.467, 0.327, -0.764, 0.634, -0.441, 0.483, -0.413, -0.923, -0.299, -0.612, -0.276, 0.499, 0.463, 0.457, 0.412, 0.377],
  "total_charge": 2,
  "e_tot_ha": -2478.17116,
  "gap_ev": [3.19, 3.23]
}

***

Record 3
{
  "formula": "C39H39NdOP2",
  "method": "wB97M-V/def2-TZVPD",
  "symbols": ["C", "C", "C", "C", "C", "C", "P", "C", "C", "C", "C", "C", "C", "Nd", "P", "C", "C", "C", "C", "C", "C", "C", "C", "C", "C", "C", "C", "C", "C", "C", "C", "C", "C", "C", "C", "C", "C", "C", "C", "H", "H", "H", "H", "H", "H", "H", "H", "H", "H", "H", "H", "H", "H", "H", "H", "H", "H", "H", "H", "H", "H", "H", "H", "H", "H", "H", "H", "H", "H", "H", "H", "C", "C", "C", "O", "H", "H", "H", "H", "H", "H", "H"],
  "coordinates": [[4.19665, 1.13071, 1.20018], [3.81076, -0.22255, 1.09563], [4.74899, -1.16819, 0.64229], [6.04395, -0.76795, 0.30922], [6.42224, 0.57601, 0.39946], [5.49000, 1.52867, 0.84774], [2.07325, -0.64681, 1.41823], [1.99108, -2.47355, 1.51466], [1.36370, -3.17418, 0.46275], [1.23439, -4.55684, 0.52435], [1.74633, -5.27026, 1.61355], [2.37578, -4.57661, 2.66157], [2.49047, -3.18357, 2.61165], [-0.57033, 0.52140, 0.72460], [-1.38204, 1.37478, -2.02699], [-0.70811, 1.21223, -3.70725], [-0.32341, 2.32958, -4.47449], [0.27481, 2.14149, -5.72513], [0.51826, 0.85551, -6.21054], [0.15395, -0.25974, -5.44295], [-0.45170, -0.08631, -4.19843], [-3.06256, 0.63840, -2.04092], [-3.80840, 0.71180, -0.84545], [-4.94824, -0.08629, -0.68768], [-5.38016, -0.90836, -1.73767], [-4.67330, -0.93541, -2.94344], [-3.52698, -0.15476, -3.10398], [-1.73505, 3.15191, -1.73204], [-1.18408, 3.77131, -0.59879], [-1.47118, 5.11689, -0.34198], [-2.27970, 5.84786, -1.22459], [-2.81308, 5.23178, -2.36160], [-2.55136, 3.87756, -2.61775], [1.81459, -0.13108, 3.17516], [2.86792, 0.26777, 4.02283], [2.58380, 0.81289, 5.28018], [1.25464, 0.94631, 5.70158], [0.21704, 0.51425, 4.87878], [0.48228, -0.05635, 3.63282], [-3.52203, 1.37451, -0.01502], [-5.49097, -0.07755, 0.26147], [-6.24873, -1.55050, -1.59755], [-5.02223, -1.58333, -3.75313], [-2.98429, -0.18174, -4.04890], [-0.47046, 3.34270, -4.09950], [0.58603, 3.00425, -6.31633], [1.02021, 0.71338, -7.16487], [0.36499, -1.26566, -5.79892], [-0.72256, -0.95634, -3.59323], [-0.46321, 3.23512, 0.05871], [-1.03242, 5.57884, 0.54108], [-2.46867, 6.90383, -1.02307], [-3.42666, 5.80773, -3.05508], [-2.96123, 3.39609, -3.50557], [3.90428, 0.17208, 3.70092], [3.39183, 1.13568, 5.93546], [1.03115, 1.39837, 6.66734], [-0.83107, 0.61675, 5.18750], [-0.35490, -0.56431, 3.08107], [0.96902, -2.61398, -0.38927], [0.72783, -5.08036, -0.29210], [1.64947, -6.35414, 1.65001], [2.77287, -5.13381, 3.51012], [2.97306, -2.65264, 3.44190], [4.46809, -2.21784, 0.54155], [6.76558, -1.50628, -0.05072], [7.42098, 0.89482, 0.09935], [5.76133, 2.58310, 0.89491], [3.47400, 1.88182, 1.52597], [1.82646, 1.12910, -1.35265], [1.88620, 1.77812, -0.94306], [-3.24533, -1.64913, 2.51608], [-2.04193, -2.31201, 1.85959], [-2.34558, -3.46003, 0.92725], [-1.28987, -1.34814, 1.11833], [-4.03370, -1.33537, 1.79530], [-2.96821, -0.73751, 3.07782], [-3.68634, -2.36394, 3.23559], [-1.40260, -2.68957, 2.66722], [-3.07142, -3.12901, 0.14697], [-1.42168, -3.75634, 0.41593], [-2.77248, -4.32708, 1.44597]],
  "atomic_forces_ev_per_a": [[0.24, -0.24, -0.39], [0.47, 0.39, -0.43], [-0.28, 0.16, 0.13], [0.17, 0.25, -0.06], [-0.57, 0.03, 0.13], [-0.09, -0.37, -0.05], [0.47, -0.88, 0.96], [-0.36, -0.26, -0.50], [0.25, 0.34, 0.48], [0.04, -0.20, -0.13], [0.08, 0.58, 0.16], [-0.18, -0.06, -0.43], [0.11, -0.10, 0.19], [-0.13, -1.56, 0.16], [-0.68, 0.55, -0.31], [0.51, -0.02, -0.33], [-0.02, -0.35, 0.04], [0.07, -0.14, 0.07], [-0.14, -0.10, 0.45], [-0.03, 0.26, 0.14], [0.10, 0.33, 0.01], [-0.16, -0.24, 0.03], [-0.07, -0.65, -0.18], [0.10, 0.11, -0.19], [0.36, 0.06, 0.16], [-0.24, 0.10, 0.17], [0.03, 0.00, 0.34], [0.21, -0.24, -0.15], [-0.23, 0.20, -0.33], [0.06, -0.13, -0.02], [0.28, -0.34, 0.23], [0.15, -0.37, 0.03], [0.11, 0.47, 0.53], [0.15, 0.08, -0.05], [-0.49, 0.19, -0.03], [-0.38, -0.26, -0.13], [0.17, 0.13, -0.20], [-0.53, -0.05, 0.02], [0.00, 0.02, -0.17], [0.02, -0.10, -0.32], [0.10, 0.09, -0.40], [0.18, 0.21, -0.07], [0.17, 0.33, 0.25], [-0.13, -0.02, 0.30], [0.02, -0.30, -0.11], [-0.15, -0.22, 0.22], [-0.16, 0.06, 0.16], [-0.08, 0.21, 0.02], [0.11, 0.20, -0.23], [-0.40, 0.40, -0.38], [-0.18, 0.07, -0.25], [0.01, -0.36, -0.09], [0.16, -0.18, 0.20], [0.05, 0.09, 0.25], [-0.29, 0.07, 0.00], [-0.17, -0.12, -0.19], [0.05, -0.15, -0.25], [0.52, -0.12, 0.09], [0.75, 0.44, 0.46], [0.07, -0.26, 0.20], [0.24, 0.12, 0.31], [0.03, 0.27, 0.01], [-0.10, 0.22, -0.20], [-0.21, -0.23, -0.35], [0.06, 0.29, 0.05], [-0.30, 0.23, 0.16], [-0.27, -0.14, 0.14], [-0.03, -0.29, 0.05], [0.20, -0.14, -0.02], [0.01, 0.66, 0.41], [-0.05, -0.61, -0.41], [-0.64, 0.07, -0.03], [0.06, -0.21, 0.24], [-0.66, 0.03, -0.78], [0.26, 1.99, -0.29], [0.56, -0.40, 0.28], [0.10, -0.40, -0.06], [0.07, 0.42, -0.33], [0.20, 0.11, -0.08], [0.42, -0.23, 0.49], [-0.26, -0.05, 0.22], [0.13, 0.24, -0.05]],
  "mulliken_charge": [-0.364, 0.499, -0.468, -0.653, -0.522, -0.788, 0.981, 0.383, -0.575, -0.468, -0.558, -0.714, -0.148, 1.001, 0.868, 0.700, -0.583, -0.656, -0.555, -0.719, -0.695, 0.534, -0.535, -0.846, -0.624, -0.685, -0.362, 0.704, -0.163, -0.712, -0.589, -0.769, -0.227, 0.109, -0.166, -0.760, -0.592, -0.931, 0.410, 0.589, 0.569, 0.420, 0.442, 0.501, 0.390, 0.417, 0.418, 0.407, 0.521, -0.026, 0.427, 0.417, 0.425, 0.522, 0.489, 0.440, 0.416, 0.432, -0.090, 0.400, 0.473, 0.415, 0.402, 0.389, 0.377, 0.407, 0.409, 0.399, 0.430, -0.051, 0.084, -1.195, 0.780, -1.194, -0.296, 0.135, 0.251, 0.415, 0.242, 0.270, 0.196, 0.371],
  "total_charge": 2,
  "e_tot_ha": -2828.39099,
  "multiplicity": 4,
  "gap_ev": [7.47, 7.63]
}

***

no.,F_max (eV/A)
1,3.77
2,8.54
3,2.03